Computed, not measured: one molecule with the formula C21H28N2O2S in a non-equilibrium geometry, with ωB97M-V/def2-TZVPD.

As for the LUMO energy: 0.35 eV. The value obtained for the total energy is -40125.5224 eV. For the orbital gap, the calculation gives 8.752 eV. Its structure (SMILES) is Cc1ccccc1SC1CCN(C(=O)[C@H]2CCC(=O)N(C3CC3)C2)CC1.

```
54
Properties=species:S:1:pos:R:3:forces:R:3
C 0.0499 -1.7472 2.1376 1.6 -1.8 -1.9
C 0.1389 -3.1245 1.2761 -1.0 4.3 7.3
C 0.1458 -4.3748 1.9384 -0.8 4.6 0.3
C 0.1396 -5.4413 1.2145 0.5 -1.3 -4.2
C 0.2548 -5.3689 -0.3198 0.8 -1.8 6.0
C 0.3777 -4.1123 -0.7575 -0.8 -0.5 -3.2
C 0.1947 -2.8835 0.0387 2.0 -2.1 -8.9
S 0.5222 -1.4323 -1.0873 -0.8 -1.0 1.6
C -0.9796 -1.5848 -2.1206 -1.9 -4.5 2.9
C -2.3663 -1.7599 -1.2339 2.2 0.4 -0.4
C -2.7690 -0.3328 -0.9348 -8.1 0.5 -3.0
N -1.7910 0.7637 -0.9965 -4.6 -8.8 -4.1
C -1.8665 1.3345 0.0593 4.5 5.7 12.4
O -2.3055 0.9711 1.2905 0.6 1.1 -5.4
C -0.6475 2.4313 0.1485 -7.3 -2.8 13.8
C 0.5684 1.8806 0.9189 -1.9 -4.1 -7.9
N 1.4822 2.8190 0.7440 6.9 3.7 -0.3
C 1.3175 4.0864 1.3490 3.9 -3.9 -1.4
O 2.2579 4.8619 1.1817 -1.8 1.1 1.0
C 0.0726 4.1092 2.1541 0.5 -3.0 -2.1
C -1.0755 3.5996 1.1282 0.5 -4.1 5.1
H -1.5046 4.4424 0.8126 -1.8 3.0 -2.0
H -1.7896 3.1495 1.9852 1.0 0.6 -2.6
H 0.1836 3.5467 3.1219 -0.2 0.8 -1.1
H 0.1273 5.1042 2.1556 -1.5 4.4 1.7
C 2.9089 2.5277 0.0705 -1.5 1.3 0.7
C 2.8616 1.8222 -1.2326 14.5 8.7 4.2
C 3.7736 1.2332 0.1497 -16.6 -1.4 -2.6
H 4.6336 1.3944 0.3492 10.9 1.5 2.0
H 3.0730 0.4351 0.6565 2.2 1.2 -1.0
H 2.2893 1.2374 -1.5634 -8.7 -8.4 -4.3
H 3.7259 2.1938 -2.0577 -2.8 -0.8 2.2
H 3.5132 3.4803 0.1792 -1.1 -1.3 -0.5
H 0.8283 0.9993 0.1466 0.0 1.0 2.2
H 0.4101 1.5165 1.8187 -1.1 -1.8 4.4
H -0.3339 2.7333 -0.6239 4.1 4.3 -10.9
C -1.1146 0.8472 -2.3282 2.9 3.3 8.3
H -1.7057 1.6505 -2.5205 -0.9 2.4 -3.3
C -1.0869 -0.4266 -2.9461 -1.9 -0.7 -4.4
H -0.1510 -0.3225 -3.4896 -0.4 -0.6 -1.6
H -2.1571 -0.6102 -3.4897 2.9 0.7 0.2
H -0.1511 1.2639 -1.6571 -1.1 -1.1 -3.7
H -3.6432 -0.0126 -1.8489 2.5 -0.7 1.7
H -3.6689 -0.2295 -0.1261 3.2 -0.2 -1.2
H -1.9884 -2.0751 -0.2651 -0.4 -1.1 0.0
H -3.1177 -2.5326 -1.7499 1.5 2.2 1.3
H -1.0256 -2.6118 -2.6280 0.9 1.8 0.0
H 0.4649 -4.2632 -1.8783 0.3 1.8 1.0
H 0.5658 -6.3566 -0.7281 -0.7 1.3 -0.6
H 0.1569 -6.2205 1.8717 -0.1 -3.4 0.5
H -0.0074 -4.2483 2.9899 0.2 -0.8 0.6
H -0.6361 -1.0779 1.6278 -0.3 0.1 0.2
H 1.0924 -1.3477 1.9013 -1.3 0.0 1.3
H -0.2480 -1.9376 3.1678 0.5 0.3 0.0
```
Positions in Å, forces in eV/Å.

=====

Computed, not measured: one molecule with the formula C4H6N2S in a non-equilibrium geometry, with ωB97M-V/def2-TZVPD.

As for the LUMO energy: 0.69 eV. The value obtained for the total energy is -18057.3677 eV. For the orbital gap, the calculation gives 9.268 eV. Its structure (SMILES) is Cc1c[nH]nc1S.

```
13
Properties=species:S:1:pos:R:3:forces:R:3
C -0.5125 -1.4723 0.5262 0.1 -1.9 0.5
C -0.1787 0.0164 0.0592 -2.6 -2.2 1.8
C -0.4280 1.2041 0.7991 0.8 -1.3 0.9
C 0.4983 0.3550 -1.1211 2.1 3.1 2.2
H 0.5363 -2.0558 0.6935 -2.3 1.6 0.6
H -1.3360 -1.6340 1.3767 2.5 1.0 -1.1
H -0.9734 -2.3037 -0.1350 0.5 2.1 -0.3
H -0.7604 1.5137 1.8527 0.1 -1.1 -1.9
H -0.2108 3.2270 0.1365 2.7 -4.0 0.0
H 0.8447 -1.8704 -1.2173 1.2 1.6 -2.1
N 0.3019 2.1328 0.1490 -2.8 4.5 -0.2
N 0.8736 1.7226 -0.9630 -0.6 -2.4 -2.4
S 1.3450 -0.8352 -2.1564 -1.6 -1.0 2.1
```
Positions in Å, forces in eV/Å.